(1)
C5H7F | ωB97M-V with the def2-TZVPD basis set

```
13
C5H7F | the OMol25 dataset | ωB97M-V with the def2-TZVPD basis set
C -1.257 -0.046 1.804
C -0.287 0.681 1.754
C -0.552 -0.912 -2.298
C 0.508 -1.235 -1.573
C 0.818 1.575 1.527
F 0.404 -2.353 -0.840
H -2.015 -0.765 1.977
H -1.490 -1.420 -2.290
H -0.786 -0.156 -2.924
H 1.306 -0.523 -1.548
H 1.844 1.203 1.985
H 0.645 2.498 1.955
H 0.862 1.454 0.471
```

SMILES string	C#CC.C=CF
lowest unoccupied orbital energy	1.0	eV
highest occupied orbital energy	-9.8	eV
gap between HOMO and LUMO	10.75	eV

(2)
C5H7F | ωB97M-V with the def2-TZVPD basis set

```
13
C5H7F | the OMol25 dataset | ωB97M-V with the def2-TZVPD basis set
C -0.076 -1.466 0.916
C 0.154 -0.434 -0.125
C 1.333 -0.406 -0.760
C -0.819 0.758 -0.009
C -0.758 1.908 -0.649
H 0.435 -1.132 1.733
H 0.275 -2.398 0.489
H 1.680 0.485 -1.327
H 1.855 -1.309 -0.805
H -1.478 0.729 0.889
H -1.207 2.834 -0.239
H -0.022 2.060 -1.429
F -1.374 -1.628 1.316
```

SMILES string	C=CC(=C)CF
lowest unoccupied orbital energy	0.7	eV
highest occupied orbital energy	-9.2	eV
gap between HOMO and LUMO	9.85	eV

The least stable of them is (1).

(1)
C3H5F2N | ωB97M-V with the def2-TZVPD basis set

```
11
C3H5F2N | the OMol25 dataset | ωB97M-V with the def2-TZVPD basis set
C -0.465 1.317 -1.400
C 0.126 0.425 -2.209
C 1.116 -0.917 0.234
N -0.106 -1.350 0.401
F -0.447 -0.727 -2.249
F 2.015 -1.596 0.994
H -1.483 1.123 -0.954
H -0.083 2.315 -1.181
H 1.041 0.514 -2.741
H -0.383 -2.108 1.003
H -0.732 -0.510 0.269
```

lowest unoccupied orbital energy	1.0	eV
highest occupied orbital energy	-8.8	eV
gap between HOMO and LUMO	9.79	eV

(2)
C3H5F2N | ωB97M-V with the def2-TZVPD basis set

```
11
C3H5F2N | the OMol25 dataset | ωB97M-V with the def2-TZVPD basis set
C 0.165 1.209 0.871
C -0.079 0.290 0.002
C -1.191 -0.614 -0.341
N 1.240 -0.314 -0.831
F 1.366 -1.676 -0.528
F 2.381 0.216 -0.298
H 1.121 1.684 0.880
H -0.754 1.660 1.200
H -1.721 -0.079 -1.075
H -1.653 -0.803 0.632
H -0.877 -1.573 -0.513
```

SMILES string	C=C(C)N(F)F
lowest unoccupied orbital energy	1.0	eV
highest occupied orbital energy	-10.0	eV
gap between HOMO and LUMO	10.99	eV

The least stable of them is (2).

(1)
CH2O4S | ωB97M-V with the def2-TZVPD basis set

```
8
CH2O4S | the OMol25 dataset | ωB97M-V with the def2-TZVPD basis set
C -1.148 -0.495 -0.067
O 0.924 1.474 0.226
O 2.478 -0.591 0.543
O -0.014 -1.044 -0.065
O -1.490 0.655 -0.157
S 1.515 0.047 -0.299
H -2.215 -1.513 -0.210
H -0.051 1.467 0.030
```

lowest unoccupied orbital energy	-0.3	eV
highest occupied orbital energy	-10.6	eV
gap between HOMO and LUMO	10.29	eV

(2)
CH2O4S | ωB97M-V with the def2-TZVPD basis set

```
8
CH2O4S | the OMol25 dataset | ωB97M-V with the def2-TZVPD basis set
C 1.392 0.093 -1.018
O -0.169 -1.746 1.092
O -1.173 1.317 0.562
O -0.312 0.819 1.563
O -1.747 0.104 0.170
S -0.228 -0.490 0.508
H 0.808 0.761 -1.494
H 1.429 -0.859 -1.384
```

lowest unoccupied orbital energy	-0.3	eV
highest occupied orbital energy	-9.1	eV
gap between HOMO and LUMO	8.75	eV

The least stable of them is (2).

(1)
C3H5N2O | ωB97M-V with the def2-TZVPD basis set

```
11
C3H5N2O | the OMol25 dataset | ωB97M-V with the def2-TZVPD basis set
C 0.063 -0.163 0.039
C 0.257 1.849 0.083
C -0.360 -1.506 -0.195
N -0.077 0.914 -0.821
N 0.362 0.523 1.136
O 0.475 2.961 0.248
H 0.527 -2.248 -0.246
H -0.764 -1.611 -1.226
H -0.993 -1.814 0.788
H 0.006 0.913 -1.827
H 0.506 0.182 2.021
```

lowest unoccupied orbital energy	-5.4	eV
highest occupied orbital energy	-16.5	eV
gap between HOMO and LUMO	11.11	eV
net charge	+1

(2)
C3H5N2O | ωB97M-V with the def2-TZVPD basis set

```
11
C3H5N2O | the OMol25 dataset | ωB97M-V with the def2-TZVPD basis set
C 1.650 0.967 -0.025
C 0.248 0.930 -0.003
C -1.547 -0.882 -0.021
N 2.052 -0.244 0.027
N -0.365 -0.163 -0.025
O 1.263 -1.162 -0.034
H 2.236 1.882 -0.056
H -0.133 1.993 0.127
H -1.836 -0.957 -1.078
H -1.394 -1.860 0.249
H -2.173 -0.506 0.839
```

SMILES string	C/N=C/C=[N+]=O
lowest unoccupied orbital energy	-6.8	eV
highest occupied orbital energy	-16.1	eV
gap between HOMO and LUMO	9.30	eV
net charge	+1

The least stable of them is (2).